Entry 1:
Density functional theory data (the ωB97M-V functional and the def2-TZVPD basis) for a 2-piece molecular cluster, C6H8O2 overall at a distorted geometry.

The geometry in XYZ format:
```
16
Properties=species:S:1:pos:R:3:forces:R:3
C -1.158 -0.263 -0.329 2.6 1.3 0.9
C -0.657 1.191 -0.604 -3.6 1.5 -1.3
C 0.596 1.547 -0.363 1.2 -0.5 3.7
C 1.356 0.224 0.069 0.4 1.8 -5.4
C 0.951 -0.442 1.245 -0.5 -0.6 5.3
C 0.175 -0.883 0.016 1.2 3.1 0.8
H -3.009 -0.352 0.241 2.5 0.0 1.7
H -1.522 -0.932 -1.063 -0.3 0.2 -1.7
H -1.485 1.922 -0.905 1.3 -0.7 0.7
H 0.943 2.576 0.143 -0.7 -2.1 -2.2
H 2.339 0.105 -0.654 -2.3 -0.4 2.3
H 0.454 0.258 2.064 0.4 -1.5 -1.9
H 1.615 -1.098 1.876 -0.6 0.3 -1.3
H 1.172 -1.539 -1.680 -3.9 -2.3 3.9
O -2.087 -0.360 0.713 -3.2 0.7 -0.7
O 0.317 -1.954 -0.769 5.6 -0.9 -4.7
```
Positions in Å, forces in eV/Å.

Results
* HOMO level: -8.81 eV
* E_LUMO: 0.256 eV
* HOMO-LUMO gap: 9.069 eV

***

Entry 2:
Density functional theory data (the ωB97M-V functional and the def2-TZVPD basis) for C8H27N10O6Tl as an isolated structure at a distorted geometry.

The geometry in XYZ format:
```
52
Properties=species:S:1:pos:R:3:forces:R:3
Tl 0.801 -0.023 0.647 -0.7 0.0 -0.5
C -3.266 -2.149 -1.912 -0.3 -1.0 0.9
C -2.069 -1.106 -2.043 2.1 1.5 -0.2
C -2.652 0.227 -2.505 -0.5 -0.5 -1.0
O -1.439 -1.074 -0.871 -0.9 -0.4 0.9
H -2.850 -3.149 -1.810 0.1 0.1 0.0
H -3.889 -2.120 -2.801 0.3 0.4 -0.2
H -3.848 -1.897 -1.029 0.0 0.0 -0.1
H -1.328 -1.518 -2.747 -0.6 -0.3 -0.5
H -3.244 0.769 -1.778 0.2 0.1 0.3
H -3.315 -0.010 -3.338 0.0 0.2 -0.1
H -1.824 0.814 -2.907 0.0 0.2 0.4
C -0.476 1.010 4.229 0.8 -0.9 0.7
O -0.270 0.745 3.040 -0.2 -0.1 -0.6
N -0.205 0.096 5.201 0.1 -0.3 0.1
N -0.937 2.189 4.672 -0.2 0.5 -0.1
H -0.332 0.234 6.188 -0.2 0.3 -0.1
H 0.004 -0.849 4.937 0.1 0.1 -0.2
H -1.118 2.921 4.008 0.1 0.0 0.0
H -0.834 2.433 5.640 -0.2 0.1 0.0
C 4.343 -0.886 0.064 0.0 1.4 -0.3
O 3.289 -1.008 0.701 -0.5 0.3 0.4
N 5.050 0.277 -0.009 -0.2 -1.0 -0.3
N 4.837 -1.904 -0.665 -0.2 -0.5 0.3
H 5.866 0.238 -0.592 0.1 0.7 0.2
H 4.691 1.135 0.361 0.1 0.0 0.1
H 4.525 -2.796 -0.322 0.1 -0.2 -0.4
H 5.720 -1.834 -1.140 0.1 -0.2 0.1
C -1.880 2.667 0.956 0.4 0.0 0.0
O -0.675 2.433 0.925 0.4 -0.1 -0.3
N -2.822 1.739 0.664 -0.7 -0.3 -0.1
N -2.362 3.888 1.283 -0.4 0.1 0.3
H -3.771 1.852 0.979 0.0 0.1 0.0
H -2.560 0.811 0.390 0.4 -0.1 0.2
H -3.352 4.050 1.223 0.0 0.3 -0.1
H -1.746 4.678 1.325 0.1 -0.1 0.0
C 0.578 -4.007 -0.062 -0.9 0.0 0.7
O 0.918 -2.827 0.012 0.3 0.2 -0.1
N -0.732 -4.370 -0.225 0.3 0.0 -0.1
N 1.415 -5.055 0.110 0.1 0.5 -0.4
H -0.957 -5.262 -0.630 -0.2 0.0 0.1
H -1.402 -3.625 -0.228 -0.1 0.0 -0.1
H 2.377 -4.810 0.251 0.1 -0.4 0.2
H 1.025 -5.919 0.440 0.4 -0.2 0.0
C 0.977 2.594 -2.268 2.0 0.1 -0.1
O 0.462 1.727 -1.563 -0.5 -0.7 0.0
N 1.028 2.538 -3.619 -0.5 0.0 -0.4
N 1.740 3.604 -1.726 -1.0 -0.5 -0.4
H 1.475 3.248 -4.172 0.0 0.1 0.1
H 0.689 1.741 -4.124 -0.2 0.0 0.2
H 2.299 4.131 -2.372 0.3 0.2 0.4
H 2.044 3.409 -0.790 0.1 0.5 0.1
```
Positions in Å, forces in eV/Å.

Results
* HOMO level: -14.65 eV
* E_LUMO: -10.546 eV
* net charge: +2
* HOMO-LUMO gap: 4.106 eV

***

Entry 3:
Density functional theory data (the ωB97M-V functional and the def2-TZVPD basis) for C40H35Br2Cl2NO6P2Pb as an isolated structure at a distorted geometry.

The geometry in XYZ format:
```
89
Properties=species:S:1:pos:R:3:forces:R:3
Pb -0.873 2.298 1.096 0.4 0.4 -0.6
C -0.042 -1.669 1.741 -0.4 0.0 0.2
N 0.735 -1.740 0.535 0.2 0.0 -0.1
C -0.005 -1.497 -0.658 0.4 -0.1 -0.1
P 0.678 -0.276 -1.913 -0.2 -0.1 -1.2
C 0.014 -0.808 -3.521 0.4 -0.1 0.6
C 0.641 -0.427 -4.702 0.1 -0.1 0.0
C -0.008 -0.620 -5.913 0.1 0.0 0.0
C -1.273 -1.184 -5.944 0.0 0.0 0.0
C -1.901 -1.552 -4.766 0.0 0.0 0.0
C -1.263 -1.359 -3.555 0.1 -0.2 0.0
C 2.400 0.207 -1.975 -0.5 -0.4 -0.1
C 3.380 -0.655 -1.493 0.0 -0.1 0.0
C 4.694 -0.230 -1.458 0.0 0.0 -0.1
C 5.023 1.047 -1.887 -0.1 0.0 -0.1
C 4.047 1.889 -2.396 0.0 -0.1 -0.1
C 2.732 1.470 -2.458 -0.1 0.0 -0.1
C 1.750 -2.748 0.543 0.1 -0.3 0.0
C 1.740 -3.857 -0.301 -0.2 0.2 0.0
C 2.693 -4.852 -0.159 0.2 -0.1 0.0
C 3.685 -4.755 0.798 0.0 0.0 -0.1
C 3.726 -3.638 1.614 0.0 0.0 0.0
C 2.770 -2.649 1.487 -0.1 0.1 0.0
P -0.659 -0.017 2.442 -0.2 -1.0 0.7
C -2.237 -0.605 3.138 0.3 0.3 -0.1
C -3.376 -0.433 2.354 0.2 0.1 0.1
C -4.592 -0.934 2.777 0.0 0.0 -0.1
C -4.670 -1.623 3.977 0.0 0.1 0.0
C -3.540 -1.787 4.762 0.0 -0.1 0.1
C -2.318 -1.287 4.348 0.0 0.1 -0.1
C 0.425 0.427 3.821 -0.2 0.0 -0.2
C 1.801 0.288 3.684 -0.1 -0.2 0.1
C 2.649 0.764 4.664 0.1 -0.1 0.0
C 2.127 1.410 5.773 0.0 0.0 0.0
C 0.755 1.559 5.910 0.0 0.1 0.0
C -0.099 1.076 4.937 0.0 -0.1 -0.1
H 0.531 -2.122 2.557 -0.2 0.1 -0.1
H -0.980 -2.242 1.630 0.1 0.1 0.2
H -0.990 -1.095 -0.390 0.1 0.0 -0.2
H -0.158 -2.411 -1.248 -0.1 0.2 0.0
H 1.631 0.006 -4.673 0.1 0.0 -0.1
H 0.474 -0.327 -6.832 0.1 0.0 -0.1
H -1.771 -1.344 -6.888 0.0 0.0 -0.1
H -2.886 -1.988 -4.786 -0.1 -0.1 0.0
H -1.757 -1.647 -2.639 -0.2 -0.1 0.1
H 3.113 -1.635 -1.132 0.1 -0.1 0.0
H 5.465 -0.888 -1.091 0.0 -0.1 0.1
H 6.042 1.391 -1.827 0.2 0.0 0.0
H 4.302 2.879 -2.738 0.0 0.1 0.0
H 1.972 2.137 -2.831 -0.1 0.1 0.0
H 0.990 -3.983 -1.066 -0.2 0.0 -0.1
H 2.647 -5.724 -0.791 0.0 -0.1 -0.2
H 4.422 -5.534 0.906 0.1 -0.1 0.0
H 4.496 -3.537 2.361 0.1 0.0 0.1
H 2.815 -1.787 2.131 0.0 0.1 0.1
H -3.296 0.092 1.409 -0.1 0.0 -0.1
H -5.474 -0.780 2.176 -0.1 -0.1 -0.1
H -5.614 -2.030 4.297 -0.2 0.0 0.1
H -3.608 -2.302 5.707 0.0 -0.1 0.1
H -1.436 -1.425 4.960 0.0 0.0 0.0
H 2.197 -0.169 2.792 0.1 0.0 0.0
H 3.716 0.632 4.561 0.1 0.1 0.0
H 2.788 1.804 6.529 0.1 0.0 0.1
H 0.352 2.061 6.774 -0.1 0.1 0.1
H -1.168 1.199 5.038 -0.1 0.0 0.1
O 3.380 1.627 0.859 1.8 -0.4 0.2
Cl 2.055 1.988 0.710 -0.9 0.3 0.1
O 1.506 2.555 1.921 -0.2 0.6 1.1
O 1.802 2.890 -0.340 0.1 1.2 -1.0
O 1.226 0.810 0.462 -0.5 -0.7 0.2
Br -3.526 3.223 2.189 -0.6 0.3 0.4
C -2.699 4.579 3.310 0.4 -0.1 0.0
Br -0.775 4.170 3.497 -0.7 0.5 0.3
H -3.169 4.546 4.292 0.2 -0.1 -0.2
H -2.826 5.549 2.829 0.2 -0.3 0.1
Cl -4.508 3.199 -6.508 -0.1 0.1 -0.2
C -3.635 2.584 -5.187 0.5 -0.3 0.5
C -4.315 2.027 -4.099 0.0 0.1 -0.2
C -3.608 1.565 -3.018 0.5 0.0 0.1
C -2.200 1.620 -3.004 -0.3 0.4 -0.7
C -1.526 2.157 -4.114 -0.1 -0.2 0.5
C -2.236 2.639 -5.187 -0.3 0.1 -0.2
C -1.503 1.216 -1.817 -0.4 -0.1 0.7
O -2.048 1.016 -0.732 0.2 -0.3 -0.5
O -0.134 1.140 -1.865 -0.1 0.3 0.3
H -5.393 1.987 -4.106 -0.1 0.0 0.0
H -4.120 1.138 -2.170 -0.1 0.0 0.1
H -0.450 2.227 -4.101 0.1 0.0 -0.1
H -1.718 3.083 -6.021 0.0 0.0 -0.1
```
Positions in Å, forces in eV/Å.

Results
* HOMO level: -13.07 eV
* E_LUMO: -5.873 eV
* net charge: +2
* HOMO-LUMO gap: 7.197 eV

***

Entry 4:
Density functional theory data (the ωB97M-V functional and the def2-TZVPD basis) for C38H44BrKN2OS2 as an isolated structure at a distorted geometry.

The geometry in XYZ format:
```
89
Properties=species:S:1:pos:R:3:forces:R:3
K -0.454 0.104 0.441 1.0 -1.2 0.9
C -2.582 -2.082 -0.404 0.0 -0.1 0.1
C -2.993 -1.536 0.806 0.0 -0.1 0.1
C -2.261 -1.784 1.965 -0.1 -0.1 0.0
C -1.117 -2.574 1.914 -0.1 0.0 -0.1
C -0.704 -3.120 0.700 -0.1 0.0 0.0
C -1.438 -2.875 -0.456 0.0 0.0 0.1
H -3.144 -1.883 -1.307 0.0 0.0 0.0
H -3.878 -0.914 0.843 0.0 0.0 0.0
H -2.588 -1.366 2.909 0.0 0.0 0.0
H -0.552 -2.772 2.817 0.0 0.0 0.0
H 0.181 -3.742 0.661 0.0 0.0 0.0
H -1.122 -3.300 -1.400 0.0 0.0 0.0
C -3.343 4.783 -5.754 -0.1 0.0 0.0
C -1.883 4.475 -5.397 0.0 0.0 0.0
C -1.121 5.800 -5.260 0.1 0.0 0.0
C -1.264 3.685 -6.548 0.0 0.0 -0.1
C -1.815 3.700 -4.082 -0.1 0.0 0.0
C -1.305 2.417 -3.977 0.1 -0.1 0.1
C -1.286 1.792 -2.741 0.0 0.0 -0.1
Br -0.539 0.020 -2.625 0.0 0.1 -0.5
C -1.756 2.348 -1.533 0.1 -0.2 0.3
O -1.680 1.702 -0.417 -1.0 1.4 -1.0
C -2.283 3.672 -1.659 0.0 0.2 -0.1
C -2.290 4.286 -2.902 -0.1 0.0 0.1
C -2.783 4.390 -0.401 0.0 0.0 -0.1
C -1.635 4.503 0.615 0.0 0.0 0.0
C -3.275 5.807 -0.698 0.0 0.1 0.0
C -3.951 3.613 0.225 0.0 0.0 0.0
H -3.402 5.339 -6.695 0.0 0.0 0.0
H -3.821 5.384 -4.978 0.0 0.0 0.0
H -3.917 3.860 -5.861 0.0 0.0 0.0
H -1.162 6.364 -6.196 0.0 0.0 0.0
H -0.073 5.618 -5.011 0.0 0.0 0.0
H -1.545 6.429 -4.475 0.0 0.0 0.0
H -1.302 4.282 -7.463 0.0 0.0 0.0
H -1.804 2.754 -6.737 0.0 0.0 0.0
H -0.219 3.437 -6.350 0.0 0.0 0.0
H -0.911 1.890 -4.836 0.0 0.0 0.0
H -2.696 5.286 -2.972 0.0 0.0 0.0
H -0.829 5.120 0.207 0.0 0.0 0.0
H -1.236 3.518 0.852 0.0 0.0 0.0
H -1.991 4.974 1.537 0.0 0.0 0.0
H -2.480 6.443 -1.096 0.0 0.0 0.0
H -3.631 6.263 0.229 0.0 0.0 0.0
H -4.104 5.811 -1.410 0.0 0.0 0.0
H -3.649 2.598 0.475 0.0 0.0 0.0
H -4.792 3.565 -0.474 0.0 0.0 0.0
H -4.295 4.123 1.131 0.0 0.0 0.0
S 2.190 1.589 -0.294 0.1 0.1 -0.1
C 3.156 1.774 1.024 0.0 -0.7 0.5
N 3.929 2.829 1.273 0.2 0.4 0.1
C 4.944 2.792 2.325 -0.1 0.1 -0.2
C 5.533 1.412 2.350 -0.1 -0.2 0.1
N 4.446 0.465 2.620 0.5 -0.2 0.2
C 4.797 -0.684 3.462 0.0 0.1 0.0
C 5.879 -1.502 2.800 0.0 0.0 0.0
C 5.631 -2.076 1.554 0.0 0.0 0.0
C 6.615 -2.813 0.918 0.0 0.0 0.0
C 7.856 -2.988 1.522 0.0 0.0 0.0
C 8.107 -2.424 2.764 -0.1 0.0 0.0
C 7.118 -1.678 3.399 0.0 0.0 0.0
C 3.244 0.632 2.081 -0.3 0.6 -0.6
S 1.904 -0.267 2.437 0.2 -0.1 0.2
C 3.904 4.042 0.448 0.0 0.0 0.1
C 5.137 4.157 -0.413 0.0 0.0 0.0
C 6.018 5.218 -0.248 0.0 0.0 0.0
C 7.160 5.319 -1.037 0.0 0.0 0.0
C 7.428 4.351 -1.991 0.0 0.0 0.0
C 6.550 3.284 -2.159 0.0 0.0 0.0
C 5.411 3.187 -1.377 0.0 0.0 0.0
H 4.512 3.056 3.294 0.0 0.0 0.0
H 5.711 3.524 2.077 0.0 0.0 0.0
H 6.268 1.312 3.148 0.0 0.0 0.0
H 6.029 1.181 1.404 0.0 0.0 0.0
H 3.892 -1.265 3.615 0.0 0.0 0.0
H 5.130 -0.313 4.433 0.0 0.0 0.0
H 4.661 -1.938 1.086 0.0 0.0 0.0
H 6.414 -3.257 -0.049 0.0 0.0 0.0
H 8.625 -3.563 1.023 0.0 0.0 0.0
H 9.070 -2.560 3.239 0.0 0.0 0.0
H 7.313 -1.235 4.369 0.0 0.0 0.0
H 3.842 4.894 1.128 0.0 0.0 0.0
H 2.998 4.011 -0.151 0.0 0.0 0.0
H 5.807 5.978 0.497 0.0 0.0 0.0
H 7.836 6.153 -0.903 0.0 0.0 0.0
H 8.315 4.426 -2.608 0.0 0.0 0.0
H 6.751 2.531 -2.910 0.0 0.0 0.0
H 4.718 2.363 -1.514 0.0 0.0 0.0
```
Positions in Å, forces in eV/Å.

Results
* HOMO level: -6.26 eV
* E_LUMO: -0.565 eV
* HOMO-LUMO gap: 5.696 eV

***

Entry 5:
Density functional theory data (the ωB97M-V functional and the def2-TZVPD basis) for C24H34GeN2O4RhSe3 as an isolated structure at a distorted geometry.

The geometry in XYZ format:
```
69
Properties=species:S:1:pos:R:3:forces:R:3
Rh 0.897 0.343 -0.332 0.1 0.4 0.1
O -0.636 0.425 -2.011 0.1 0.2 0.0
C -1.754 1.078 -1.994 0.2 -0.2 0.3
C -2.271 1.596 -3.206 -0.1 0.0 -0.1
C -3.475 2.263 -3.256 0.1 0.0 0.1
C -4.205 2.484 -2.086 -0.2 0.1 -0.1
C -3.713 2.017 -0.887 0.1 -0.1 0.1
C -2.511 1.300 -0.799 0.1 0.3 -0.6
C -2.090 0.809 0.485 0.1 -0.2 0.5
N -1.082 0.037 0.696 0.0 0.3 -0.5
N -0.958 -0.467 1.952 -0.1 -0.3 1.0
C 0.231 -0.949 2.226 -0.3 0.3 -0.5
O 1.263 -0.915 1.470 -0.2 -0.1 -0.3
C 0.380 -1.581 3.566 0.1 0.1 0.2
C -0.557 -1.363 4.575 0.0 -0.1 0.0
C -0.367 -1.909 5.834 0.0 0.0 0.0
C 0.764 -2.668 6.104 0.0 0.0 0.0
C 1.697 -2.891 5.102 0.0 0.0 0.0
C 1.512 -2.342 3.842 -0.1 0.0 -0.1
H -1.688 1.416 -4.102 0.0 0.0 0.0
H -3.856 2.616 -4.208 0.0 0.0 0.0
H -5.146 3.019 -2.122 0.0 0.0 0.0
H -4.274 2.190 0.026 0.0 0.0 0.0
H -2.676 1.120 1.353 -0.2 -0.2 0.0
H -1.419 -0.751 4.354 0.0 0.0 0.0
H -1.097 -1.728 6.615 0.0 0.0 0.0
H 0.925 -3.071 7.097 0.0 0.0 0.0
H 2.582 -3.484 5.305 0.0 0.0 0.0
H 2.243 -2.486 3.057 0.0 0.0 0.0
O 1.175 2.517 -1.853 0.1 0.1 -0.1
C 1.804 3.689 -1.375 0.1 0.2 0.1
C 3.043 3.323 -0.547 -0.1 -0.1 0.0
C 3.916 4.591 -0.507 -0.1 0.0 -0.1
O 5.119 4.437 0.230 0.1 0.0 0.0
C 2.728 2.926 0.921 -0.2 0.0 0.0
Se 0.886 2.384 1.348 0.2 -0.2 -0.3
C 3.849 2.230 -1.258 -0.2 -0.2 0.0
Se 3.233 0.358 -1.091 0.0 0.1 0.0
H 0.308 2.717 -2.224 -0.1 -0.1 0.1
H 1.130 4.286 -0.753 -0.1 -0.1 0.0
H 2.118 4.298 -2.236 0.0 0.0 0.1
H 3.322 5.417 -0.092 0.0 0.0 0.0
H 4.221 4.866 -1.520 0.0 0.0 0.0
H 4.913 3.945 1.034 0.0 0.1 0.0
H 2.929 3.768 1.591 0.0 0.0 0.0
H 3.353 2.088 1.230 0.1 0.1 0.0
H 4.866 2.224 -0.867 0.0 0.0 0.0
H 3.894 2.445 -2.328 0.0 -0.1 0.0
C 2.590 -6.343 -0.649 0.0 0.3 0.2
Ge 1.847 -4.553 -0.197 0.0 -0.2 0.0
C 0.431 -4.837 1.156 0.2 0.1 -0.2
C 3.199 -3.352 0.565 -0.1 -0.1 -0.3
C 1.220 -3.861 -1.940 0.0 0.2 0.3
Se 0.335 -2.100 -1.966 0.2 -0.4 -0.1
C -1.314 -2.713 -1.148 0.0 -0.1 -0.1
H 3.002 -6.833 0.235 0.0 0.0 0.0
H 3.381 -6.255 -1.395 0.0 0.0 0.0
H 1.807 -6.983 -1.060 0.0 0.0 0.0
H 0.844 -5.401 1.994 0.0 0.0 0.0
H -0.420 -5.392 0.760 0.0 0.0 0.0
H 0.082 -3.877 1.539 0.0 0.0 0.0
H 3.449 -3.654 1.583 0.0 0.0 0.0
H 2.792 -2.339 0.593 0.0 -0.1 0.1
H 4.113 -3.338 -0.029 0.0 -0.1 0.0
H 0.570 -4.584 -2.437 0.0 0.0 0.0
H 2.103 -3.728 -2.570 0.0 -0.1 0.0
H -1.064 -3.344 -0.300 -0.1 0.1 0.1
H -1.890 -3.276 -1.880 0.0 0.0 0.0
H -1.869 -1.843 -0.815 0.0 0.1 0.0
```
Positions in Å, forces in eV/Å.

Results
* HOMO level (alpha / beta): -3.83 / -4.39 eV
* E_LUMO (alpha / beta): 2.550 / 0.978 eV
* net charge: -1
* HOMO-LUMO gap (alpha / beta): 6.380 / 5.371 eV
* 2S+1: 5

***

Entry 6:
Density functional theory data (the ωB97M-V functional and the def2-TZVPD basis) for C22H32N5Re as an isolated structure at a distorted geometry.

The geometry in XYZ format:
```
60
Properties=species:S:1:pos:R:3:forces:R:3
C 1.382 -2.246 0.536 0.9 -1.7 -0.3
C 2.299 -1.481 -0.269 0.9 -1.3 -0.5
C 1.675 -1.237 -1.536 1.0 -1.1 -1.0
C 0.361 -1.826 -1.515 0.8 -1.9 -1.0
C 0.196 -2.475 -0.239 0.1 -1.8 -0.4
Re 0.494 -0.413 0.030 -3.4 8.6 1.1
C -2.614 1.581 -0.579 -0.5 -0.2 0.5
C -1.900 1.115 0.477 -0.5 -0.1 -0.4
H -1.563 1.822 1.241 0.1 0.0 -0.4
C -1.553 -0.298 0.680 -0.1 -0.4 0.3
H -2.168 -1.030 0.152 0.0 0.2 0.3
H -1.439 -0.568 1.738 -0.4 -0.2 -0.1
C -2.822 3.044 -0.801 0.0 0.2 0.2
H -2.320 3.636 -0.030 -0.1 0.0 -0.1
H -2.429 3.353 -1.778 0.0 -0.1 0.1
H -3.895 3.288 -0.795 0.2 0.0 0.0
C -3.377 0.682 -1.517 0.1 -0.1 -0.2
H -3.422 -0.358 -1.180 0.0 0.2 -0.1
H -4.415 1.036 -1.623 0.3 0.0 0.1
H -2.943 0.687 -2.527 -0.1 0.1 0.2
C 3.675 -1.053 0.123 0.1 0.3 0.1
H 3.760 -0.979 1.212 0.1 0.0 -0.2
H 4.432 -1.766 -0.229 -0.2 0.1 0.1
H 3.912 -0.072 -0.306 0.0 -0.2 0.1
C 2.374 -0.616 -2.707 0.1 0.3 -0.1
H 2.813 0.350 -2.429 -0.1 -0.2 -0.1
H 3.193 -1.261 -3.058 -0.3 0.0 0.2
H 1.682 -0.446 -3.537 0.2 0.0 0.2
C -0.576 -1.991 -2.675 -0.2 0.2 -0.1
H -0.468 -1.174 -3.393 0.0 -0.3 0.1
H -0.379 -2.933 -3.211 0.0 0.2 0.3
H -1.617 -2.016 -2.331 0.2 0.1 -0.1
C -0.902 -3.426 0.130 -0.2 0.1 0.1
H -1.839 -3.171 -0.375 0.1 -0.1 0.1
H -0.643 -4.456 -0.160 0.0 0.3 0.0
H -1.076 -3.421 1.211 -0.1 0.0 -0.2
C 1.664 -2.826 1.884 -0.1 0.1 0.3
H 0.739 -2.929 2.462 0.2 0.0 0.0
H 2.124 -3.821 1.807 -0.1 0.3 -0.1
H 2.349 -2.182 2.444 -0.1 -0.2 0.0
C 0.453 1.500 -1.387 -0.8 -2.2 0.6
C 1.000 2.670 -0.943 1.4 0.8 0.4
C -0.128 1.499 -2.657 0.2 0.4 -0.5
C 1.191 3.788 -1.772 -0.4 -0.3 0.0
H 1.423 2.657 0.061 -0.1 0.5 -0.5
C 0.031 2.604 -3.512 -0.2 -0.3 0.3
H -0.723 0.656 -3.005 0.3 0.2 0.0
C 0.707 3.750 -3.079 0.1 0.0 0.1
H 1.718 4.661 -1.385 -0.2 -0.2 -0.1
H -0.374 2.547 -4.524 0.1 0.1 0.3
H 0.840 4.601 -3.751 0.0 -0.3 0.2
N 3.220 2.649 3.528 0.0 0.2 -0.2
N 2.025 2.151 3.039 0.1 -3.3 -0.5
N 1.201 1.490 3.911 0.2 1.0 -1.8
C 0.525 0.703 3.089 0.3 0.3 0.2
N 0.975 0.770 1.805 1.3 0.8 0.8
N 2.013 1.633 1.795 -1.5 0.2 2.0
H 3.629 3.281 2.850 -0.1 0.2 0.1
H 3.061 3.064 4.436 -0.1 0.2 0.0
H -0.283 0.077 3.459 0.2 0.1 -0.3
```
Positions in Å, forces in eV/Å.

Results
* HOMO level (alpha / beta): -10.25 / -10.31 eV
* E_LUMO (alpha / beta): -3.445 / -4.419 eV
* net charge: +1
* HOMO-LUMO gap (alpha / beta): 6.803 / 5.890 eV
* 2S+1: 4